# C17H32Cl2MnO2P2

C17H32Cl2MnO2P2 as an isolated structure (ωB97M-V with the def2-TZVPD basis set, OMol25).

Geometry as ORCA input:
```
! RIJCOSX wB97M-V def2-TZVPD def2/J DEFGRID3
* xyz 0 6
P 1.006 -1.693 -0.678
P 1.883 1.449 -0.445
C 0.876 -0.441 -2.110
C 2.108 0.469 -2.025
H -0.077 0.106 -1.899
H 0.804 -1.010 -3.045
H 3.083 -0.052 -1.963
H 2.163 1.201 -2.830
C 0.700 2.703 -1.179
H 0.438 3.518 -0.497
H -0.220 2.271 -1.569
H 1.150 3.180 -2.073
C 3.251 2.601 -0.116
H 3.427 3.250 -0.982
H 4.155 2.036 0.139
H 2.965 3.205 0.758
C -0.115 -2.905 -1.506
H -0.225 -3.832 -0.924
H 0.365 -3.179 -2.453
H -1.103 -2.480 -1.731
C 2.584 -2.624 -0.827
H 3.487 -2.082 -0.508
H 2.632 -2.880 -1.889
H 2.459 -3.540 -0.226
Mn 2.295 -0.429 0.522
C -2.590 1.178 -0.788
C -3.503 0.730 -1.671
C -4.831 0.159 -1.258
C -4.773 -0.953 -0.160
C -3.609 -1.874 -0.158
C -2.541 -1.726 0.631
C -1.915 -0.448 1.174
C -2.581 0.870 0.692
C 3.294 -1.740 1.773
H -1.878 1.907 -1.152
H -3.442 0.985 -2.750
H -5.372 -0.206 -2.157
H -5.486 0.946 -0.836
H -4.985 -0.476 0.808
H -5.636 -1.583 -0.377
H -3.665 -2.797 -0.760
H -1.845 -2.559 0.778
H -0.805 -0.406 0.969
H -1.960 -0.452 2.289
H -3.600 0.932 1.145
H -1.989 1.702 1.137
H 4.320 -1.719 1.391
H 2.856 -2.744 1.935
H 3.125 -1.130 2.650
Cl 0.556 3.126 3.012
C 1.709 2.158 3.989
Cl 0.919 1.278 5.283
C 2.425 1.225 2.950
O 3.627 1.508 2.723
O 1.647 0.418 2.362
H 2.433 2.847 4.433
*
```

Properties
DFT total energy: -3571.3416 a.u.
ΔE to the lowest compared entry with this formula, charge and spin: 1.170 eV
LUMO (alpha / beta): 0.381 / -0.034 eV
HOMO energy (alpha / beta): -6.71 / -7.86 eV
Frontier orbital gap (alpha / beta): 0.260 / 0.287 Eh

=====

# C25H24N4O3

The molecule C25H24N4O3 (ωB97M-V with the def2-TZVPD basis set, OMol25).

Geometry as ORCA input:
```
! RIJCOSX wB97M-V def2-TZVPD def2/J DEFGRID3
* xyz 0 1
C 1.763 5.367 -0.231
N 2.573 4.266 0.231
C 1.960 3.101 0.640
C 0.609 2.852 0.362
C 0.018 1.657 0.714
C 0.739 0.668 1.370
C 2.074 0.903 1.670
C 2.668 2.095 1.312
H 3.706 2.233 1.565
H 2.644 0.148 2.183
N 0.077 -0.531 1.686
C 0.550 -1.613 2.347
O 1.589 -1.677 2.958
C -0.442 -2.798 2.336
N -1.173 -2.875 1.085
C -0.354 -2.869 -0.032
O 0.842 -3.002 0.074
N -0.966 -2.665 -1.251
C -2.330 -2.562 -1.460
O -2.786 -2.317 -2.557
C -3.146 -2.790 -0.266
C -4.533 -2.849 -0.403
C -5.336 -3.073 0.692
C -4.748 -3.248 1.938
C -3.378 -3.188 2.095
C -2.550 -2.949 0.994
H -2.961 -3.353 3.075
H -5.366 -3.441 2.802
H -6.408 -3.120 0.585
H -4.943 -2.718 -1.393
C -0.067 -2.473 -2.393
C 0.463 -1.062 -2.410
C 1.705 -0.765 -1.866
C 2.177 0.535 -1.878
C 1.411 1.548 -2.427
C 0.163 1.261 -2.954
C -0.311 -0.039 -2.944
H -1.283 -0.269 -3.356
H -0.442 2.049 -3.379
H 1.787 2.560 -2.444
H 3.144 0.759 -1.454
H 2.297 -1.553 -1.427
H 0.750 -3.190 -2.296
H -0.655 -2.678 -3.289
H -1.132 -2.659 3.167
H 0.143 -3.707 2.501
H -0.850 -0.593 1.288
H -1.023 1.492 0.469
H 0.004 3.586 -0.142
C 3.898 4.575 0.714
H 4.221 5.525 0.295
H 3.939 4.647 1.808
H 4.605 3.810 0.387
H 2.407 6.205 -0.491
H 1.046 5.705 0.527
H 1.212 5.081 -1.129
*
```

Properties
DFT total energy: -1411.8987 a.u.
ΔE to the lowest compared entry with this formula, charge and spin: 0.722 eV
LUMO: 0.175 eV
SMILES: CN(C)c1ccc(NC(=O)Cn2c(=O)n(Cc3ccccc3)c(=O)c3ccccc32)cc1
HOMO energy: -7.26 eV
Frontier orbital gap: 0.273 Eh

=====

# C26H29Br3N2O9

C26H29Br3N2O9 as an isolated structure (ωB97M-V with the def2-TZVPD basis set, OMol25).

Geometry as ORCA input:
```
! RIJCOSX wB97M-V def2-TZVPD def2/J DEFGRID3
* xyz 0 1
C -9.909 -6.986 18.975
Br -8.439 -8.195 18.614
Br -11.541 -8.000 18.882
Br -9.832 -5.533 17.681
H -9.745 -6.552 19.950
C -6.082 -4.042 15.806
C -6.847 -3.941 16.978
C -6.977 -2.712 17.599
C -6.247 -1.615 17.170
C -5.446 -1.721 16.052
C -5.379 -2.939 15.352
O -4.563 -3.114 14.282
O -7.758 -2.642 18.719
H -6.045 -4.947 15.214
H -7.403 -4.832 17.221
H -6.247 -0.689 17.730
H -4.849 -0.877 15.730
H -4.238 -2.372 13.776
H -7.700 -3.466 19.274
C -8.708 -1.945 24.170
C -8.543 -2.991 23.271
C -9.585 -3.850 22.978
C -10.797 -3.772 23.663
C -10.953 -2.749 24.599
C -9.918 -1.872 24.868
O -10.039 -0.738 25.636
O -9.408 -4.737 21.956
H -7.881 -1.273 24.340
H -7.591 -3.194 22.793
H -11.627 -4.386 23.339
H -11.924 -2.727 25.080
H -10.959 -0.526 25.821
H -10.220 -5.259 21.797
C -5.212 -5.671 19.651
C -4.201 -6.601 19.832
C -4.263 -7.455 20.934
C -5.341 -7.412 21.816
C -6.389 -6.552 21.521
C -6.321 -5.632 20.477
O -7.381 -4.820 20.170
O -3.294 -8.387 21.175
H -5.191 -4.958 18.837
H -3.323 -6.485 19.210
H -5.397 -8.146 22.607
H -7.295 -6.475 22.116
H -8.119 -4.985 20.798
H -2.406 -8.116 20.933
C -14.810 -8.892 20.410
C -14.733 -8.728 21.794
C -15.748 -8.111 22.472
C -16.891 -7.680 21.788
C -16.987 -7.855 20.420
C -15.890 -8.415 19.715
O -15.914 -8.677 18.382
O -15.739 -8.086 23.835
H -13.981 -9.285 19.835
H -13.901 -9.176 22.322
H -17.752 -7.179 22.215
H -17.836 -7.636 19.784
H -16.691 -8.428 17.880
H -16.581 -7.839 24.220
C -12.406 -4.778 21.194
O -11.340 -5.410 21.134
N -12.448 -3.438 21.345
N -13.605 -5.390 20.966
H -11.561 -3.011 21.551
H -13.295 -2.955 21.118
H -14.421 -4.804 20.940
H -13.761 -6.374 20.841
*
```

Properties
DFT total energy: -9516.8526 a.u.
LUMO: 0.155 eV
HOMO energy: -7.44 eV
Frontier orbital gap: 0.279 Eh

=====

# C41H37CrN5O2S2

C41H37CrN5O2S2 as an isolated structure (ωB97M-V with the def2-TZVPD basis set, OMol25).

Geometry as ORCA input:
```
! RIJCOSX wB97M-V def2-TZVPD def2/J DEFGRID3
* xyz 2 5
Cr 0.717 -1.869 -1.580
C -2.356 -5.040 -0.824
O -1.524 -5.337 -1.975
C -0.637 -4.375 -2.044
N -0.723 -3.382 -1.223
C -1.979 -3.585 -0.466
C -1.927 -3.337 1.019
C -3.112 -3.474 1.741
C -3.131 -3.236 3.106
C -1.970 -2.843 3.760
C -0.787 -2.718 3.047
C -0.764 -2.974 1.681
C 0.392 -4.347 -3.076
C 0.583 -5.278 -4.082
C 1.584 -5.042 -5.015
C 2.356 -3.893 -4.909
C 2.092 -3.019 -3.869
N 1.123 -3.231 -2.968
C 2.796 -1.784 -3.558
N 2.390 -1.079 -2.554
C 3.340 0.042 -2.403
C 4.332 -0.184 -3.577
O 3.860 -1.399 -4.215
C 2.719 1.422 -2.435
C 3.552 2.518 -2.220
C 3.041 3.805 -2.265
C 1.689 4.011 -2.506
C 0.855 2.923 -2.717
C 1.371 1.633 -2.692
H -2.104 -5.743 -0.031
H -3.396 -5.170 -1.108
H -2.711 -2.894 -0.897
H -4.026 -3.767 1.235
H -4.053 -3.357 3.659
H -1.986 -2.654 4.826
H 0.127 -2.436 3.555
H 0.167 -2.900 1.135
H -0.045 -6.157 -4.123
H 1.760 -5.744 -5.817
H 3.143 -3.658 -5.612
H 3.852 -0.085 -1.447
H 5.356 -0.352 -3.254
H 4.312 0.619 -4.310
H 4.607 2.364 -2.018
H 3.702 4.649 -2.115
H 1.293 5.017 -2.550
H -0.198 3.075 -2.917
H 0.717 0.794 -2.888
S -1.288 -0.396 -1.029
C -0.922 0.441 0.386
N -1.833 0.932 1.200
C -1.407 1.838 2.263
C -0.259 2.687 1.766
N 0.821 1.818 1.309
C 2.181 2.356 1.368
C 2.722 2.480 2.772
C 3.087 1.337 3.479
C 3.657 1.449 4.737
C 3.867 2.703 5.296
C 3.494 3.842 4.601
C 2.921 3.731 3.341
C 0.509 0.691 0.706
S 1.631 -0.516 0.349
C -3.227 0.489 1.227
C -4.206 1.557 0.802
C -4.284 1.936 -0.537
C -5.217 2.878 -0.940
C -6.079 3.446 -0.012
C -6.000 3.077 1.322
C -5.064 2.136 1.729
H -1.116 1.264 3.148
H -2.252 2.476 2.519
H 0.124 3.303 2.579
H -0.583 3.341 0.950
H 2.155 3.341 0.894
H 2.818 1.705 0.777
H 2.928 0.360 3.035
H 3.950 0.559 5.277
H 4.328 2.792 6.270
H 3.656 4.821 5.032
H 2.640 4.627 2.797
H -3.439 0.180 2.253
H -3.311 -0.383 0.582
H -3.613 1.486 -1.259
H -5.281 3.159 -1.983
H -6.817 4.170 -0.329
H -6.672 3.513 2.048
H -5.014 1.844 2.772
*
```

Properties
DFT total energy: -3849.3136 a.u.
ΔE to the lowest compared entry with this formula, charge and spin: 0.240 eV
LUMO (alpha / beta): -6.142 / -6.427 eV
HOMO energy (alpha / beta): -12.97 / -13.46 eV
Frontier orbital gap (alpha / beta): 0.251 / 0.259 Eh

=====

# C10H15FN2O5Zr

C10H15FN2O5Zr as an isolated structure (ωB97M-V with the def2-TZVPD basis set, OMol25).

Geometry as ORCA input:
```
! RIJCOSX wB97M-V def2-TZVPD def2/J DEFGRID3
* xyz 4 1
C -2.905 -0.101 0.667
C -2.754 -0.340 -0.948
C -2.119 0.915 -1.786
C -0.841 1.658 -1.077
N 0.511 1.053 -1.446
C 0.980 0.033 -0.435
C 1.235 0.459 1.126
O 2.449 0.857 1.580
N 0.074 0.447 2.101
C 0.458 -0.124 3.453
O 0.147 0.515 4.599
F 1.202 -1.438 3.423
O 0.348 -1.295 -0.726
C 0.775 -1.478 -2.153
O 0.096 -1.968 -3.196
O 2.176 -0.952 -2.243
C 2.525 -0.407 -0.903
C 3.020 -1.808 -0.136
H -3.946 -0.510 1.033
H -2.834 1.032 0.990
H -2.083 -0.779 1.190
H -2.223 -1.387 -1.165
H -3.865 -0.486 -1.363
H -2.929 1.741 -2.039
H -1.720 0.489 -2.826
H -0.969 1.823 0.098
H -0.816 2.765 -1.526
H 1.179 1.844 -1.577
H -0.335 1.396 2.247
H 3.343 0.449 -0.886
H 2.972 -2.751 -0.863
H 2.325 -2.085 0.782
H 4.112 -1.743 0.277
Zr 0.412 2.175 3.730
*
```

Properties
DFT total energy: -1020.1483 a.u.
LUMO: -20.527 eV
HOMO energy: -23.63 eV
Frontier orbital gap: 0.114 Eh